1.
Below is a molecular structure, C22H28N4O2ReS in a non-equilibrium geometry, with properties calculated with ωB97M-V/def2-TZVPD.

Geometry (Å):
Re  0.0571  -0.0269  0.0961
O  1.7075  0.9991  -0.1326
C  2.6495  1.4722  0.6805
C  3.7261  2.1542  0.1140
C  4.7298  2.6368  0.9253
C  4.6886  2.4690  2.3185
C  3.6231  1.8205  2.8807
C  2.5852  1.3022  2.0702
C  1.4853  0.6718  2.7026
N  0.4518  0.1053  2.1453
C  -0.5819  -0.3472  3.1084
C  -1.5558  -1.1966  2.3377
N  -1.7854  -0.4327  1.1100
C  -2.9562  0.1036  0.9470
C  -3.2813  1.0903  -0.0180
C  -4.6322  1.4042  -0.2853
C  -4.9450  2.4138  -1.1559
C  -3.9068  3.1542  -1.7444
C  -2.5813  2.8843  -1.4750
C  -2.2502  1.8385  -0.6108
O  -0.9705  1.6159  -0.3415
H  3.7421  2.3054  -0.9569
H  5.5611  3.1648  0.4769
H  5.4834  2.8585  2.9377
H  3.5575  1.6998  3.9552
H  1.5019  0.6775  3.7918
H  -1.1014  0.5295  3.5020
H  -0.1238  -0.8833  3.9392
H  -2.4773  -1.3633  2.8958
H  -1.1167  -2.1648  2.0880
H  -3.7522  -0.2228  1.6168
H  -5.4136  0.8327  0.2015
H  -5.9756  2.6516  -1.3756
H  -4.1510  3.9675  -2.4154
H  -1.7823  3.4696  -1.9092
C  -0.2251  -3.0744  -1.0903
C  0.8443  -3.1049  -0.0249
N  1.4837  -1.7743  0.0403
C  2.5280  -1.5436  -1.0079
C  1.9887  -1.1747  -2.3888
S  0.5781  0.0018  -2.3839
C  -0.7420  -0.9424  -3.1819
C  -1.7282  -1.4307  -2.1342
N  -1.0175  -1.8395  -0.8993
H  -0.8567  -3.9618  -1.0146
H  0.1951  -3.0780  -2.0909
H  1.5764  -3.8955  -0.1991
H  0.3876  -3.2924  0.9474
H  1.9864  -1.7341  0.9258
H  3.1583  -2.4316  -1.1012
H  3.1529  -0.7338  -0.6459
H  1.6853  -2.0413  -2.9711
H  2.7885  -0.6887  -2.9452
H  -0.2861  -1.7356  -3.7720
H  -1.2417  -0.2728  -3.8800
H  -2.3291  -2.2533  -2.5324
H  -2.4089  -0.6253  -1.8671
H  -1.7275  -2.0283  -0.2034

Force components x, y, z for each atom (eV/Å):
-0.71 -1.81 -0.70
-0.11 0.81 0.17
-0.12 -0.28 -0.27
0.12 0.03 0.01
-0.01 0.00 0.01
-0.02 0.00 -0.02
-0.01 0.02 -0.02
0.05 0.00 0.17
0.00 -0.08 -0.04
0.09 0.07 0.26
0.01 0.06 0.03
-0.02 -0.07 -0.10
-0.15 0.42 0.33
0.04 -0.05 -0.05
-0.17 -0.05 0.03
0.05 -0.03 0.02
0.04 0.03 -0.02
-0.01 0.00 0.01
-0.06 0.05 -0.03
0.27 0.06 0.08
0.21 0.23 -0.27
0.01 0.00 0.00
0.01 0.00 0.01
0.00 0.01 0.00
0.01 -0.01 0.00
0.03 -0.02 0.00
0.02 0.00 0.01
0.02 -0.03 -0.02
0.00 0.00 -0.01
0.01 -0.02 0.02
-0.01 -0.01 -0.02
0.00 0.00 0.01
0.00 0.01 0.00
-0.01 -0.01 -0.01
-0.01 0.01 0.00
0.08 -0.14 0.12
-0.08 0.05 0.03
0.43 0.38 0.15
-0.02 -0.04 0.00
0.00 0.00 -0.02
0.26 0.33 0.12
-0.02 -0.02 -0.02
-0.09 -0.02 -0.09
0.01 0.21 0.12
-0.07 0.07 -0.03
0.05 0.02 0.02
0.00 0.02 -0.07
0.02 -0.01 0.01
-0.01 0.03 -0.02
-0.03 -0.02 -0.02
0.04 -0.04 0.00
0.02 0.00 0.01
0.00 0.00 -0.01
-0.05 -0.04 0.01
0.02 0.01 0.00
0.04 -0.04 0.06
-0.03 0.04 0.05
-0.10 -0.14 -0.01

The highest occupied orbital energy (spin up / spin down) comes out at -0.4973 / -0.5033 Ha. The spin multiplicity is 2. The net charge is +2.

=====

2.
Below is a molecular structure, C22H28N4O2ReS, with properties calculated with ωB97M-V/def2-TZVPD.

Geometry (Å):
Re  0.0593  0.6583  0.0613
O  1.2482  -0.1047  1.4731
C  1.4198  -1.3802  1.7971
C  1.9482  -1.6716  3.0607
C  2.1403  -2.9778  3.4559
C  1.8287  -4.0478  2.6064
C  1.3348  -3.7802  1.3579
C  1.1032  -2.4514  0.9321
C  0.6954  -2.2522  -0.4245
N  0.3172  -1.1422  -0.9779
C  0.1448  -1.1797  -2.4471
C  -0.4915  0.1263  -2.8696
N  0.0852  1.1660  -2.0162
C  0.5576  2.2317  -2.5737
C  1.2810  3.2520  -1.8948
C  1.5482  4.4842  -2.5182
C  2.3690  5.4011  -1.9095
C  2.9755  5.0733  -0.6906
C  2.7575  3.8548  -0.0781
C  1.8894  2.9337  -0.6668
O  1.7019  1.7533  -0.0850
H  2.2241  -0.8459  3.7036
H  2.5531  -3.1778  4.4362
H  1.9964  -5.0659  2.9263
H  1.1199  -4.5908  0.6717
H  0.7353  -3.1350  -1.0628
H  -0.4661  -2.0348  -2.7377
H  1.1284  -1.2856  -2.9074
H  -1.5758  0.1032  -2.7351
H  -0.2991  0.3289  -3.9228
H  0.4225  2.3401  -3.6490
H  1.0986  4.7005  -3.4799
H  2.5675  6.3559  -2.3744
H  3.6441  5.7852  -0.2241
H  3.2598  3.5876  0.8424
C  -1.3845  0.2204  2.8275
C  -0.4771  1.4445  2.9511
N  -0.3064  2.1549  1.6551
C  -1.3548  3.1602  1.3643
C  -2.6247  2.4878  0.8842
S  -2.1718  1.4232  -0.5212
C  -3.1618  -0.0610  -0.2611
C  -2.7421  -0.8128  0.9995
N  -1.3678  -0.4363  1.4642
H  -2.4147  0.4869  3.0504
H  -1.0843  -0.5159  3.5728
H  0.5131  1.1466  3.2764
H  -0.8923  2.1253  3.6967
H  0.5879  2.6395  1.7026
H  -0.9638  3.8217  0.5892
H  -1.5686  3.7648  2.2485
H  -3.3451  3.2240  0.5322
H  -3.1002  1.8899  1.6597
H  -2.9833  -0.6500  -1.1605
H  -4.2200  0.2001  -0.2481
H  -2.7696  -1.8847  0.8071
H  -3.4498  -0.6250  1.8041
H  -0.8594  -1.3112  1.5821

Force components x, y, z for each atom (eV/Å):
-0.23 -0.05 0.10
0.02 0.08 -0.03
0.05 -0.02 0.06
-0.01 0.03 -0.03
0.01 -0.03 -0.01
0.00 0.02 0.03
-0.01 0.01 -0.03
0.01 -0.06 -0.03
-0.02 0.07 -0.03
0.03 -0.19 0.05
-0.04 0.02 0.01
0.02 -0.05 -0.04
0.09 0.07 -0.04
-0.06 -0.03 0.03
0.02 -0.03 0.00
0.01 0.01 0.00
0.00 -0.01 0.01
0.00 0.01 -0.01
0.01 0.01 0.01
-0.11 0.01 -0.09
0.14 0.04 0.06
0.00 -0.01 0.01
0.00 0.00 0.00
0.00 0.00 0.00
0.00 0.00 0.00
0.00 0.00 0.00
0.01 -0.01 -0.02
0.01 0.03 0.02
0.02 0.01 0.04
-0.01 0.01 0.00
0.00 0.00 0.00
0.00 0.00 0.00
0.00 0.00 0.00
0.00 0.00 0.00
0.00 0.00 0.00
-0.01 -0.01 -0.05
-0.03 -0.02 0.00
0.01 -0.07 0.02
-0.03 0.03 -0.01
-0.02 0.00 0.01
0.02 0.14 -0.01
-0.01 0.01 0.03
0.05 0.01 0.02
0.00 -0.03 -0.04
0.02 0.00 -0.01
-0.01 0.00 0.01
-0.01 0.00 0.00
0.00 0.00 0.01
0.00 0.01 -0.01
0.00 -0.01 -0.01
0.02 0.01 0.00
-0.01 0.00 0.00
0.01 0.02 -0.03
-0.02 -0.02 0.02
0.01 0.04 -0.01
0.03 0.00 -0.01
0.00 -0.01 0.00
0.00 0.00 0.02

The highest occupied orbital energy (spin up / spin down) comes out at -0.4957 / -0.5152 Ha. The spin multiplicity is 2. The net charge is +2.

=====

3.
Below is a single C22H28N4O3 molecule in a non-equilibrium geometry, with properties calculated with ωB97M-V/def2-TZVPD.

Geometry (Å):
C  1.1985  1.5217  2.5368
O  -0.1912  1.7582  2.6688
C  -0.9445  1.1930  1.6453
C  -2.4255  1.1934  2.0625
N  -3.2361  0.5636  1.0475
C  -3.5467  -0.7536  1.1304
O  -3.3518  -1.4081  2.1327
C  -4.2539  -1.3368  -0.0840
C  -3.5005  -1.2166  -1.4282
C  -2.0192  -0.9645  -1.3116
C  -1.1613  -1.8719  -0.6203
C  -1.6540  -3.1661  -0.0620
N  0.1135  -1.6301  -0.4486
C  0.6381  -0.5249  -0.9656
C  1.9209  0.0336  -0.9195
C  3.0610  -0.5067  -0.1962
C  3.1441  -1.8815  0.0301
C  4.2154  -2.4182  0.7161
C  5.2241  -1.5965  1.1930
C  5.1436  -0.2300  0.9882
C  4.0727  0.3128  0.3026
C  1.8195  1.1887  -1.7185
C  2.8776  2.1652  -2.0924
N  0.5920  1.3451  -2.2109
N  -0.1255  0.3336  -1.7454
C  -1.4543  0.1448  -1.9012
C  -2.1668  1.1734  -2.7218
O  -0.7437  1.8310  0.4059
C  -0.9580  3.2300  0.3838
H  1.4144  0.4490  2.5753
H  1.6735  2.0281  3.3737
H  1.5789  1.9206  1.5923
H  -0.6280  0.1533  1.4552
H  -2.5284  0.6141  2.9807
H  -2.7645  2.2162  2.2363
H  -3.2403  1.0056  0.1417
H  -4.4470  -2.3829  0.1529
H  -5.2217  -0.8379  -0.1704
H  -3.6553  -2.1436  -1.9873
H  -3.9448  -0.4158  -2.0178
H  -0.7987  -3.8010  0.1514
H  -2.1913  -2.9983  0.8695
H  -2.3175  -3.6685  -0.7625
H  2.3544  -2.5185  -0.3356
H  4.2672  -3.4852  0.8798
H  6.0639  -2.0177  1.7264
H  5.9191  0.4199  1.3687
H  4.0138  1.3822  0.1758
H  2.5879  2.6682  -3.0118
H  3.8303  1.6598  -2.2345
H  2.9964  2.9213  -1.3160
H  -1.4383  1.9204  -3.0259
H  -2.9566  1.6638  -2.1550
H  -2.6071  0.7229  -3.6103
H  -0.4436  3.5902  -0.5056
H  -0.5406  3.7039  1.2749
H  -2.0238  3.4725  0.3116

Force components x, y, z for each atom (eV/Å):
0.10 -0.01 -0.06
-0.37 0.05 0.03
-0.31 -0.40 0.11
0.55 0.10 0.15
0.08 0.37 -0.03
-0.50 0.06 -0.31
0.15 -0.24 0.31
0.02 -0.18 0.07
0.11 0.05 -0.01
0.21 0.20 -0.30
0.16 0.15 -0.09
-0.07 -0.06 0.07
0.00 -0.53 0.34
0.18 0.77 -0.37
-0.47 0.05 -0.13
0.14 -0.12 0.08
0.04 -0.01 -0.04
0.06 -0.06 0.05
0.08 -0.03 0.07
0.14 0.02 0.05
-0.09 -0.03 -0.01
-0.27 -0.37 0.08
-0.09 0.02 0.00
0.18 0.96 -0.50
0.44 -0.98 0.44
-0.38 -0.20 -0.03
0.18 0.02 0.01
0.03 0.02 0.03
0.05 0.00 0.04
0.02 0.02 0.00
0.08 -0.04 -0.03
0.03 0.00 0.02
-0.04 0.17 0.07
-0.01 0.15 -0.08
0.00 -0.04 0.06
-0.04 -0.11 0.01
0.01 0.11 0.05
-0.02 -0.05 0.03
-0.10 0.08 -0.03
0.01 -0.08 -0.06
0.01 -0.02 -0.04
-0.11 -0.05 0.05
-0.11 -0.10 -0.04
-0.01 -0.06 -0.01
0.00 -0.08 0.00
0.06 -0.03 0.04
0.05 0.04 0.03
-0.02 0.12 -0.03
0.03 0.03 -0.04
0.08 0.04 -0.01
0.09 0.05 0.03
-0.12 0.05 -0.05
-0.09 0.01 0.04
-0.06 0.00 -0.01
-0.06 0.08 0.01
-0.03 0.05 -0.06
0.00 0.05 0.00

The highest occupied orbital energy comes out at -0.2790 Ha. Its SMILES is COC(CNC(=O)CCc1c(C)nc2c(-c3ccccc3)c(C)nn2c1C)OC.

=====

4.
Below is a single C22H28N4O6 molecule, with properties calculated with ωB97M-V/def2-TZVPD.

Geometry (Å):
C  -4.1814  -3.1926  -1.5449
C  -3.2633  -1.9851  -1.4034
N  -2.3174  -2.1859  -0.3326
C  -1.3886  -1.2576  -0.0380
O  -1.1492  -0.2958  -0.7619
C  -0.6803  -1.5411  1.2172
N  -1.0889  -2.5807  2.0073
C  -0.2863  -2.5975  3.0339
N  0.6352  -1.6171  2.9588
C  0.4071  -0.9166  1.8095
C  1.3456  0.1825  1.4816
O  2.3401  0.3310  2.1802
N  0.9870  0.9448  0.4396
C  1.8839  1.9088  -0.1574
C  2.2922  3.0204  0.8103
C  3.1552  1.2286  -0.7004
O  4.1210  1.8507  -1.0583
O  3.0031  -0.0821  -0.7307
C  4.0912  -0.9701  -1.0936
C  4.4857  -0.7488  -2.5523
C  5.2734  -0.7460  -0.1527
C  3.4990  -2.3656  -0.8941
C  -4.0960  -0.7192  -1.1548
O  -4.6150  -0.0756  -2.0243
O  -4.1853  -0.4682  0.1476
C  -4.7407  0.7956  0.5367
C  -3.6493  1.8324  0.5099
C  -3.5896  2.7713  -0.5093
C  -2.5428  3.6749  -0.5595
C  -1.5469  3.6385  0.4004
C  -1.5940  2.6933  1.4115
C  -2.6412  1.7924  1.4650
H  -4.7358  -3.3524  -0.6224
H  -4.8870  -3.0240  -2.3537
H  -3.5968  -4.0822  -1.7660
H  -2.7110  -1.8110  -2.3353
H  -2.5218  -2.8577  0.3950
H  -0.3467  -3.2991  3.8418
H  1.3932  -1.3891  3.5864
H  0.1803  0.6350  -0.1110
H  1.3638  2.3451  -1.0171
H  1.4228  3.6001  1.1056
H  2.7494  2.5847  1.6943
H  3.0145  3.6680  0.3216
H  3.6206  -0.8834  -3.1982
H  4.8727  0.2573  -2.6880
H  5.2533  -1.4637  -2.8354
H  5.7291  0.2223  -0.3403
H  4.9294  -0.7736  0.8792
H  6.0168  -1.5238  -0.3034
H  4.2264  -3.1240  -1.1681
H  3.2173  -2.5010  0.1470
H  2.6103  -2.4832  -1.5090
H  -5.1268  0.6396  1.5465
H  -5.5529  1.0581  -0.1478
H  -4.3576  2.7863  -1.2681
H  -2.5016  4.4045  -1.3545
H  -0.7331  4.3472  0.3563
H  -0.8137  2.6544  2.1571
H  -2.6783  1.0461  2.2460

Force components x, y, z for each atom (eV/Å):
0.13 0.15 -0.01
0.08 0.33 -0.13
-0.08 -0.27 -0.10
-0.03 -0.27 -0.20
-0.14 0.06 -0.14
0.64 0.28 0.67
-0.27 -0.21 -0.09
-0.02 -0.08 0.06
0.07 0.21 -0.13
-0.35 -0.27 -0.26
-0.35 0.24 -0.19
0.26 -0.05 0.12
-0.08 0.06 -0.05
0.35 0.01 0.28
0.03 -0.04 -0.16
-0.36 0.43 0.04
0.10 0.01 -0.03
-0.03 -0.42 -0.12
0.51 -0.35 -0.18
-0.15 0.15 0.24
-0.24 0.16 -0.09
0.01 0.46 0.00
0.24 -0.30 -0.38
-0.07 0.08 -0.07
-0.07 -0.15 0.40
-0.16 0.38 -0.09
-0.14 -0.13 -0.04
-0.08 -0.05 0.07
0.04 0.08 -0.07
0.05 0.06 -0.05
0.02 -0.04 0.14
-0.07 0.07 -0.01
-0.08 -0.05 0.08
-0.05 0.00 -0.03
0.03 -0.07 -0.02
-0.19 0.02 0.16
0.04 0.04 -0.03
0.07 -0.10 0.21
-0.02 -0.03 -0.05
0.03 -0.02 0.12
0.07 -0.10 0.07
-0.10 0.06 0.02
0.01 0.04 0.02
0.00 0.09 -0.01
-0.07 -0.05 -0.09
0.04 0.00 -0.04
0.07 -0.11 -0.03
0.07 0.00 0.01
-0.01 -0.05 0.11
0.06 -0.12 -0.03
0.09 -0.07 -0.03
-0.02 -0.05 0.14
-0.09 -0.05 -0.09
0.04 0.00 -0.15
0.09 -0.03 0.18
-0.08 -0.03 -0.08
0.01 0.07 -0.06
0.08 0.07 0.01
0.08 0.01 0.06
0.00 -0.08 0.11

The highest occupied orbital energy comes out at -0.3348 Ha. Its SMILES is C[C@H](NC(=O)c1nc[nH]c1C(=O)N[C@@H](C)C(=O)OC(C)(C)C)C(=O)OCc1ccccc1.